Computed, not measured: a molecular structure, C23H41N2O5PPt, with wB97M-V/def2-TZVPD.

The geometry in XYZ format:
```
73
Properties=species:S:1:pos:R:3:mulliken_charge:R:1
Pt 0.14797 -1.21459 -0.58401 1.170
C 6.96081 -3.07690 2.26103 -0.861
O 6.09768 -2.85026 1.15808 -0.444
C 4.76378 -2.80344 1.38669 0.887
C 4.20055 -2.98633 2.67036 -0.893
C 2.83518 -2.95540 2.78201 -1.064
C 1.98843 -2.73560 1.68152 0.115
C 0.56109 -2.79069 1.83564 1.300
C -0.06275 -3.02742 3.18575 -1.685
O -0.23482 -2.67722 0.88155 -0.839
C 2.56935 -2.50075 0.39557 0.966
O 1.87749 -2.27309 -0.67464 -1.076
C 3.96953 -2.56309 0.28740 -0.544
H 7.96982 -3.06121 1.86010 0.251
H 6.76920 -4.04883 2.71994 0.350
H 6.86036 -2.29228 3.01328 0.346
H 4.81227 -3.15032 3.54266 0.402
H 2.39949 -3.12310 3.75880 0.334
H 0.26921 -2.26113 3.88749 0.408
H 0.21820 -4.00147 3.58974 0.473
H -1.14297 -2.98253 3.07907 0.331
H 4.41994 -2.41776 -0.68500 0.441
N -2.25999 -4.65641 -3.42242 -0.618
C -3.29073 -3.63009 -3.55562 -0.272
C -3.16332 -2.54853 -2.49008 0.241
O -3.89163 -1.59320 -2.45470 -0.594
O -2.18981 -2.74973 -1.60525 -0.251
H -2.61507 -5.58488 -3.59462 0.202
H -1.79168 -3.61996 -1.81032 0.389
H -1.48358 -4.49555 -4.04948 0.196
H -4.28113 -4.06541 -3.42671 0.328
H -3.28336 -3.12719 -4.52374 0.287
C 0.46052 1.46261 1.92883 -1.846
C -0.95584 1.73810 1.39283 2.146
C -1.48463 3.02749 2.02984 -1.954
C -1.83436 0.55925 1.86092 -1.726
P -0.87992 1.75460 -0.49747 0.922
N -0.76952 0.27828 -1.14433 -0.659
C 0.57716 2.80046 -1.08338 2.050
C 0.38238 3.06563 -2.58731 -1.965
C 1.89216 2.00947 -0.95487 -1.715
C 0.70676 4.14568 -0.36280 -1.874
C -2.49343 2.44838 -1.18192 1.919
C -3.62845 1.70031 -0.45834 -1.947
C -2.69086 3.95803 -1.01758 -1.914
C -2.62470 2.06564 -2.67111 -1.746
H 0.38214 1.26736 3.00215 0.632
H 1.13136 2.30859 1.80108 0.248
H 0.90578 0.58558 1.45628 0.268
H -1.42216 2.92014 3.11690 0.545
H -2.52937 3.20867 1.78324 0.292
H -0.90863 3.90824 1.75325 0.263
H -1.58403 0.34439 2.90432 0.536
H -1.65305 -0.34467 1.28076 0.184
H -2.89679 0.78381 1.81902 0.272
H 0.19686 2.14133 -3.13510 0.373
H 1.30173 3.51139 -2.97427 0.645
H -0.42778 3.76220 -2.78706 0.281
H 1.77013 0.96541 -1.23467 0.255
H 2.30554 2.04221 0.05039 0.269
H 2.62617 2.45395 -1.63217 0.535
H -0.21763 4.72188 -0.37703 0.275
H 1.46913 4.73541 -0.88005 0.513
H 1.02644 4.03740 0.67104 0.276
H -3.75070 2.02759 0.57259 0.258
H -3.47348 0.61969 -0.48356 0.288
H -4.56310 1.90985 -0.98319 0.664
H -2.59609 4.29199 0.01405 0.283
H -3.70109 4.21081 -1.35276 0.516
H -1.99593 4.53542 -1.62576 0.268
H -2.27848 1.04838 -2.84473 0.255
H -2.09037 2.74407 -3.33071 0.330
H -3.68344 2.10935 -2.93741 0.512
```

Kohn-Sham gap: 6.81 eV
2S+1: 1

---

Computed, not measured: 3 unconnected molecules or ions with the total composition C23H41N5O6S in a non-equilibrium geometry, with wB97M-V/def2-TZVPD.

The geometry in XYZ format:
```
76
Properties=species:S:1:pos:R:3:mulliken_charge:R:1
H 5.91279 -0.39101 -0.88625 0.295
N 6.56844 -0.78656 -0.18990 -0.647
C 5.96555 -1.82376 0.34081 0.548
C 6.80607 -2.66717 1.43994 -1.034
C 4.51468 -2.38429 -0.00428 -0.613
C 3.43582 -1.30355 -0.43132 0.280
C 3.09739 0.01669 0.29461 0.248
S 3.95991 0.47914 1.85117 -0.227
C 1.97972 0.95547 -0.29958 0.745
N 1.60933 2.23505 0.33178 -0.479
C 1.17344 0.59946 -1.60234 -0.742
C 1.50664 -0.71476 -2.33183 0.061
C 2.60325 -1.62239 -1.71671 -0.369
C 2.63211 -2.87647 -2.68082 0.253
O 3.20571 -3.98604 -2.61893 -0.585
N 1.72925 -2.60017 -3.82441 -0.142
C 0.93662 -1.38346 -3.65408 0.127
O 0.03858 -0.99684 -4.44750 -0.549
H 6.79247 -3.75640 1.04349 0.291
H 6.30337 -2.67985 2.46334 0.233
H 7.90638 -2.36733 1.46982 0.315
H 4.64050 -3.23480 -0.76420 0.387
H 4.10979 -2.89120 0.95451 0.313
H 3.19356 -0.15464 2.84963 0.167
H 1.37047 2.91548 -0.41821 0.310
H 2.48574 2.61350 0.74063 0.218
H 0.34962 1.26837 -2.03025 0.302
H 2.27885 -2.70462 -4.68836 0.267
C -2.04044 4.21690 5.08019 -0.724
O -1.09780 5.04246 5.74724 -0.344
C -0.43349 4.37753 6.82061 -0.779
C 1.05210 4.20918 6.49954 -0.224
N 1.24962 3.22355 5.43627 -0.320
C 2.62130 3.17871 4.92747 -0.438
C 3.13429 4.42289 4.18530 -0.615
O 2.47457 4.66413 2.94583 -0.372
C 1.29143 5.44302 3.04794 -0.603
H -2.56854 4.82975 4.34735 0.240
H -1.53676 3.40395 4.54922 0.307
H -2.77026 3.80964 5.78518 0.342
H -0.89990 3.41697 7.06554 0.402
H -0.52768 5.02266 7.70038 0.390
H 1.58106 3.87986 7.39953 0.378
H 1.44379 5.18913 6.20619 0.198
H 0.62937 3.44225 4.66406 0.066
H 2.66919 2.33305 4.23313 0.191
H 3.30213 2.94584 5.75312 0.401
H 4.18265 4.23574 3.92993 0.396
H 3.13482 5.31959 4.81401 0.358
H 1.33835 6.16932 3.86372 0.310
H 0.42126 4.79435 3.16582 0.184
H 1.16491 5.98793 2.10925 0.290
C -2.45294 -3.00644 -2.68636 -0.207
O -3.46461 -2.03513 -2.90477 -0.368
C -3.38564 -1.42543 -4.19334 -0.684
C -4.60545 -1.80731 -5.03314 -0.231
N -4.55369 -3.21717 -5.42142 -0.327
C -5.79262 -3.70167 -6.03198 -0.679
C -7.04100 -3.75525 -5.13709 -0.473
O -6.95406 -4.71350 -4.08791 -0.418
C -6.35021 -4.23165 -2.89672 -0.540
H -2.52612 -3.34472 -1.65083 0.266
H -2.59721 -3.87066 -3.34117 0.284
H -1.46025 -2.57773 -2.84415 -0.172
H -2.45224 -1.66912 -4.71153 0.330
H -3.39928 -0.34223 -4.03330 0.355
H -4.63266 -1.18582 -5.93389 0.388
H -5.50068 -1.59534 -4.43823 0.196
H -4.36155 -3.77910 -4.59924 0.080
H -5.59043 -4.71882 -6.38392 0.370
H -6.01287 -3.10037 -6.92045 0.391
H -7.87479 -4.08248 -5.76724 0.348
H -7.32609 -2.77092 -4.75046 0.336
H -6.53731 -3.16667 -2.73444 0.277
H -5.27699 -4.43145 -2.90969 0.177
H -6.77332 -4.78720 -2.05632 0.290
```

Kohn-Sham gap: 7.24 eV
2S+1: 1

---

Computed, not measured: a molecular structure, C23H41NO2P2Pb in a non-equilibrium geometry, with wB97M-V/def2-TZVPD.

The geometry in XYZ format:
```
70
Properties=species:S:1:pos:R:3:mulliken_charge:R:1
Pb 2.19110 0.73985 2.68158 1.132
C 4.09523 -1.92117 0.68495 0.667
C 3.96619 -0.97299 -0.36386 1.013
C 4.52482 0.16508 1.54125 -0.058
C 4.44750 -1.23021 1.86174 0.525
C 4.23074 0.31076 0.14848 0.441
C 3.94501 -3.38764 0.55466 -1.861
H 3.19544 -3.65258 -0.20056 0.396
H 3.64195 -3.83744 1.50525 0.510
H 4.88957 -3.86766 0.25686 0.366
C 4.72828 -1.80628 3.19370 -1.224
H 4.64549 -2.90129 3.16710 0.438
H 4.04546 -1.43732 3.97553 0.239
H 5.75616 -1.56560 3.50577 0.332
C 4.97943 1.24701 2.46395 -0.910
H 6.04591 1.12036 2.70664 0.339
H 4.45434 1.23127 3.44663 0.453
H 4.83237 2.24600 2.02769 0.362
C 4.23401 1.58493 -0.60046 -1.648
H 5.23409 1.81146 -1.00648 0.352
H 3.94555 2.43381 0.03301 0.419
H 3.53539 1.55333 -1.44706 0.365
C 3.67224 -1.27241 -1.78227 -1.474
H 4.56070 -1.17206 -2.42386 0.412
H 2.91229 -0.59442 -2.18959 0.350
H 3.30165 -2.29263 -1.91705 0.370
C -0.64938 -1.76863 1.45968 -0.835
C 0.00641 -2.42139 0.49432 -0.399
C -0.08071 -2.20090 -0.97712 -0.674
C -0.62094 -0.83170 -1.44815 0.365
C 0.11414 0.37123 -0.98332 -0.521
C -0.20056 1.04850 0.12870 -0.762
C -1.29317 0.74198 1.09861 -0.608
C -1.71985 -0.73180 1.34307 -0.018
H -0.72251 -2.96607 -1.44539 0.487
H -1.68500 -0.73532 -1.17200 -1.442
H 0.92953 -2.35579 -1.38778 0.082
H -2.48900 -1.02815 0.61153 -0.397
H -0.40884 -1.99013 2.51345 0.540
H 0.69977 -3.21798 0.79612 0.620
H -2.25185 -0.72855 2.31675 0.554
H -1.03261 1.17274 2.08316 0.309
H 0.34631 1.96765 0.37257 1.058
H -2.20740 1.28069 0.78150 0.090
H -0.58595 -0.83985 -2.54813 0.707
H 0.91824 0.73836 -1.63302 0.625
P -3.95652 -0.05930 -1.24072 0.937
C -5.11648 -0.88831 -0.07259 -1.510
C -4.65163 -0.81014 -2.77288 -1.371
P -3.72268 2.86140 -1.92926 0.309
C -4.90050 1.53919 -1.33830 -1.192
C -4.40606 3.01489 -3.64193 -1.231
C -4.71296 4.28143 -1.29410 -1.223
H -5.04798 -0.41533 0.91296 0.373
H -4.84220 -1.94498 0.02389 0.422
H -6.14470 -0.80369 -0.44782 0.446
H -5.74741 -0.80247 -2.75150 0.420
H -4.31420 -1.84817 -2.84007 0.391
H -4.30568 -0.29320 -3.67128 0.293
H -5.74756 4.23709 -1.65487 0.344
H -4.23959 5.20804 -1.63378 0.402
H -4.70717 4.26736 -0.20146 0.363
H -5.26376 1.80468 -0.33026 0.548
H -5.75985 1.44183 -2.03178 0.537
H -3.96000 3.89980 -4.10539 0.421
H -5.49468 3.13951 -3.63707 0.370
H -4.14764 2.15676 -4.26526 0.304
O 1.63530 -0.39989 4.71276 -0.424
N 1.19800 0.64455 5.32709 0.449
O 1.27841 1.73192 4.65546 -0.468
```

Kohn-Sham gap (spin up / spin down): 2.43 / 2.63 eV
2S+1: 1
charge: +2

---

Computed, not measured: 2 unconnected molecules or ions with the total composition C23H41OSi in a non-equilibrium geometry, with wB97M-V/def2-TZVPD.

The geometry in XYZ format:
```
66
Properties=species:S:1:pos:R:3:mulliken_charge:R:1
C 3.79224 3.54778 1.00118 -1.514
C 3.14562 3.19407 -0.34020 0.946
C 2.31306 4.37207 -0.85605 -1.529
Si 2.17007 1.59208 -0.26938 -0.409
C 1.36507 1.26939 -1.95096 1.272
C 0.50938 0.00424 -1.99069 -1.294
C 2.40451 1.21363 -3.07216 -1.767
C 3.14594 0.08867 0.27772 1.061
C 2.76185 -0.37723 1.68494 -1.340
C 4.65731 0.29057 0.15820 -1.687
O 0.97218 1.81427 0.93405 -0.470
C -0.38245 1.74026 0.72452 1.123
C -1.03592 3.05185 0.44788 -1.316
C -1.03961 0.56097 0.85826 -1.048
H 4.33844 4.49504 0.89765 0.457
H 3.03396 3.68699 1.78206 0.302
H 4.51396 2.79654 1.34067 0.233
H 3.93618 2.96859 -1.07615 0.280
H 2.96447 5.25059 -0.96387 0.483
H 1.86439 4.18293 -1.83955 0.305
H 1.51694 4.63783 -0.14758 0.243
H 0.69878 2.13403 -2.11813 0.378
H 0.00994 -0.07628 -2.96502 0.529
H 1.10688 -0.90407 -1.84751 0.188
H -0.27805 0.00312 -1.23149 -0.178
H 1.88057 1.05996 -4.02407 0.490
H 2.98402 2.13916 -3.15564 0.397
H 3.10067 0.37572 -2.93649 0.321
H 2.83597 -0.69260 -0.43483 0.222
H 3.29875 -1.30752 1.91529 0.433
H 3.04314 0.36663 2.44152 0.284
H 1.68916 -0.58643 1.77922 0.089
H 5.14340 -0.69352 0.12162 0.433
H 4.95563 0.83084 -0.74851 0.351
H 5.05508 0.82224 1.03058 0.365
H -2.12320 2.93593 0.56109 0.440
H -0.68014 3.82548 1.15237 0.274
H -0.82050 3.38788 -0.58922 0.242
H -2.10265 0.54181 0.64799 0.126
H -0.55075 -0.33532 1.24409 0.203
C -0.76692 -3.08374 -1.81353 -1.705
C -1.78018 -2.15053 -1.29135 -0.045
C -2.58204 -2.32182 -0.16425 1.297
C -3.89183 -1.72105 -0.15779 0.818
C -4.46654 -1.15016 -1.41884 -1.818
C -4.63947 -1.70314 1.00621 -0.758
C -4.17454 -2.30089 2.18234 0.603
C -5.02443 -2.26734 3.41040 -1.498
C -2.93496 -2.95288 2.16572 -0.973
C -2.15423 -3.03060 1.02180 1.323
C -0.87335 -3.80532 1.08072 -1.622
H -0.69514 -2.94617 -2.90268 0.401
H 0.22580 -2.86338 -1.39035 0.334
H -1.00110 -4.14351 -1.61651 0.463
H -1.99308 -1.30183 -1.94799 0.376
H -5.48750 -0.80236 -1.22350 0.414
H -3.88519 -0.30022 -1.80217 0.347
H -4.51608 -1.90219 -2.21996 0.371
H -5.62272 -1.21603 0.99524 0.400
H -4.52161 -2.76938 4.24306 0.375
H -5.24541 -1.23566 3.71499 0.359
H -5.99356 -2.75753 3.24028 0.364
H -2.56958 -3.42639 3.08225 0.304
H -0.75687 -4.20847 2.09436 0.401
H -0.85393 -4.66428 0.39485 0.321
H 0.01014 -3.18332 0.87332 0.232
```

Kohn-Sham gap: 5.71 eV
energy above the lowest of the compared OMol25 structures with the same formula, charge and spin: 0.0 kJ/mol
2S+1: 1
charge: +1